*w*
ORCA calculation (wB97M-V/def2-TZVPD) on an isolated molecule of C3H4Cl2N2.

Geometry as XYZ:
```
11
Properties=species:S:1:pos:R:3
C -0.11528 -0.01843 -0.75505
C -1.18129 0.55802 -1.08808
C 0.50810 -0.05343 0.76764
N -0.83058 1.74199 1.21470
N 0.26708 1.16400 1.37384
Cl -1.04532 3.22502 2.13667
Cl 1.87926 2.26781 1.14198
H 0.35626 -0.53299 -1.52224
H -2.10963 0.88239 -0.93585
H -0.20291 -0.82838 1.08365
H 1.56907 -0.25771 0.90111
```

Kohn-Sham gap (alpha / beta) = 8.09 / 6.88 eV
HOMO (alpha / beta) = -8.75 / -8.45 eV

natural (NBO) atomic charge list, values in e, 8 entries: number 1, C, carries -0.324; number 2, C, carries -0.046; number 3, C, carries -0.281; number 4, N, carries -0.169; number 5, N, carries -0.069; number 6, Cl, carries 0.116; number 7, Cl, carries -0.168; number 8, H, carries 0.237

***

*x*
ORCA calculation (wB97M-V/def2-TZVPD) on an isolated molecule of C3H4Cl2N2.

Geometry as XYZ:
```
11
Properties=species:S:1:pos:R:3
C 0.93626 0.01949 0.58008
C -0.31134 -0.12475 1.44714
C -2.68185 -0.05341 -0.83817
H 1.77862 0.06895 1.25588
H -0.19351 -0.17875 2.52610
H -3.55107 -0.06513 -0.21330
H -2.85782 0.06196 -1.89236
N -1.47166 -0.15988 1.02411
N -1.51489 -0.10274 -0.36956
Cl 0.97179 1.55663 -0.32914
Cl 1.26769 -1.38585 -0.45865
```

Kohn-Sham gap = 9.48 eV
HOMO = -9.36 eV
SMILES = C=N/N=C\C(Cl)Cl

natural (NBO) atomic charge list, values in e, 8 entries: number 1, C, carries -0.278; number 2, C, carries 0.086; number 3, C, carries -0.015; number 4, H, carries 0.228; number 5, H, carries 0.204; number 6, H, carries 0.162; number 7, H, carries 0.182; number 8, N, carries -0.263

***

Relative energy of each structure, in kJ/mol: *w* 508.0; *x* 0.0.

***

*w*
ORCA calculation (wB97M-V/def2-TZVPD) on a cluster of 2 separate species, C2H8N3O in total.

Geometry as XYZ:
```
14
Properties=species:S:1:pos:R:3
O 1.40644 1.46378 -1.51352
C 0.77408 1.93027 -2.42706
H -0.12545 1.43692 -2.82871
H 1.07608 2.87595 -2.89532
N -0.48265 -1.80036 1.80294
C -0.31071 -0.78233 0.94521
N -1.37867 -0.20389 0.40503
N 0.90068 -0.39172 0.59854
H -1.36517 -1.90763 2.27333
H 0.33350 -2.18184 2.25398
H -2.30834 -0.51411 0.63567
H -1.28411 0.65364 -0.11053
H 1.06992 0.20911 -0.21400
H 1.69440 -0.78777 1.07444
```

Net charge = +1
Kohn-Sham gap = 11.28 eV
HOMO = -14.37 eV

natural (NBO) atomic charge list, values in e, 8 entries: number 1, O, carries -0.553; number 2, C, carries 0.318; number 3, H, carries 0.120; number 4, H, carries 0.146; number 5, N, carries -0.758; number 6, C, carries 0.673; number 7, N, carries -0.759; number 8, N, carries -0.758

***

*x*
ORCA calculation (wB97M-V/def2-TZVPD) on a structure of composition C2H8N3O.

Geometry as XYZ:
```
14
Properties=species:S:1:pos:R:3
C 0.35496 -0.02063 0.10220
C 1.42883 -1.55487 -0.48733
N -0.84529 -0.20211 0.36030
N 1.17646 1.04293 0.20619
N -1.90904 0.84923 0.58037
O 1.01257 -1.79657 -1.72385
H 2.32664 -0.96625 -0.38360
H 1.29735 -2.37528 0.27843
H 2.14489 0.87740 -0.13787
H 0.89485 2.06934 0.30846
H -2.36774 1.05883 -0.38718
H -1.64760 1.69557 1.07848
H -2.59498 0.32636 1.17692
H 0.22165 -2.43480 -1.75002
```

Net charge = +1
Kohn-Sham gap = 9.73 eV
HOMO = -13.46 eV

natural (NBO) atomic charge list, values in e, 8 entries: number 1, C, carries 0.399; number 2, C, carries 0.069; number 3, N, carries -0.430; number 4, N, carries -0.827; number 5, N, carries -0.587; number 6, O, carries -0.659; number 7, H, carries 0.172; number 8, H, carries 0.206

***

Relative energy of each structure, in kJ/mol: *w* 0.0; *x* 381.1.

***

*w*
ORCA calculation (wB97M-V/def2-TZVPD) on a cluster of 3 separate species, C4H12O2 in total.

Geometry as XYZ:
```
18
Properties=species:S:1:pos:R:3
C -1.28919 -0.00233 -0.91388
C -0.11640 0.63627 -0.17957
C 0.52539 1.68347 -0.68336
C 0.48594 -0.03785 1.02875
H -1.52530 0.52376 -1.84263
H -1.03265 -1.00989 -1.27055
H -2.06520 0.06870 -0.15606
H 1.35674 2.15585 -0.15286
H 0.21984 2.28845 -1.54809
H 0.38997 -1.11989 1.18323
H 1.51862 0.15000 1.34903
H -0.10614 0.31420 1.89183
H -3.28296 -1.66620 2.09443
H -2.43467 -2.87093 2.66671
O -2.41450 -2.04972 2.17057
H 3.42900 0.66199 -2.50382
H 2.74251 0.21679 -1.35572
O 3.59900 0.05732 -1.77802
```

Kohn-Sham gap = 10.04 eV
HOMO = -9.38 eV
SMILES = C=C(C)C.O.O

natural (NBO) atomic charge list, values in e, 8 entries: number 1, C, carries -0.641; number 2, C, carries 0.040; number 3, C, carries -0.454; number 4, C, carries -0.672; number 5, H, carries 0.215; number 6, H, carries 0.225; number 7, H, carries 0.219; number 8, H, carries 0.193

***

*x*
ORCA calculation (wB97M-V/def2-TZVPD) on a cluster of 2 separate species, C4H12O2 in total.

Geometry as XYZ:
```
18
Properties=species:S:1:pos:R:3
C -0.96275 0.48880 0.53432
C 0.32116 1.29625 0.19060
C 1.45193 0.47844 -0.43939
C 2.62314 1.33047 -0.89041
O 1.01096 -0.19002 -1.64622
H -0.71418 -0.57153 0.52937
H -1.70092 0.63639 -0.25433
H -1.34599 0.81209 1.49101
H 0.11670 2.11160 -0.50221
H 0.74173 1.73739 1.09184
H 1.76295 -0.31967 0.24751
H 3.40290 0.66845 -1.28817
H 2.27377 1.98448 -1.68906
H 3.09272 1.94708 -0.11537
H 0.12894 -0.53840 -1.47235
H -3.52399 -4.22995 0.89930
H -4.70947 -4.05929 1.84874
O -3.96959 -3.58259 1.46483
```

Kohn-Sham gap = 10.92 eV
HOMO = -10.09 eV
SMILES = CC[C@H](C)O.O

natural (NBO) atomic charge list, values in e, 8 entries: number 1, C, carries -0.623; number 2, C, carries -0.422; number 3, C, carries 0.103; number 4, C, carries -0.624; number 5, O, carries -0.733; number 6, H, carries 0.199; number 7, H, carries 0.210; number 8, H, carries 0.223

***

Relative energy of each structure, in kJ/mol: *w* 85.3; *x* 0.0.

***

*w*
ORCA calculation (wB97M-V/def2-TZVPD) on a cluster of 2 separate species, C4H12O2 in total.

Geometry as XYZ:
```
18
Properties=species:S:1:pos:R:3
O 3.31008 -0.67798 -4.10306
C 1.80520 1.00729 -3.47110
C 2.72946 0.45973 -4.57006
H 4.09304 -0.37388 -3.59819
H 2.43051 1.35807 -2.63293
H 1.03178 0.32898 -3.07319
H 1.30732 1.87928 -3.92757
H 2.15181 0.25140 -5.49112
H 3.50261 1.21140 -4.82045
O -4.42410 -5.28829 1.67969
C -2.16636 -4.75352 2.14149
C -3.30128 -4.82446 1.07722
H -4.78545 -4.69906 2.37442
H -2.34880 -3.86012 2.76209
H -1.20240 -4.62884 1.62010
H -2.09724 -5.63335 2.80311
H -3.49155 -3.84918 0.58931
H -3.03768 -5.55136 0.28502
```

Kohn-Sham gap = 11.09 eV
HOMO = -10.11 eV
SMILES = CCO.CCO

natural (NBO) atomic charge list, values in e, 8 entries: number 1, O, carries -0.708; number 2, C, carries -0.631; number 3, C, carries -0.054; number 4, H, carries 0.463; number 5, H, carries 0.195; number 6, H, carries 0.216; number 7, H, carries 0.201; number 8, H, carries 0.168

***

*x*
ORCA calculation (wB97M-V/def2-TZVPD) on a cluster of 2 separate species, C4H12O2 in total.

Geometry as XYZ:
```
18
Properties=species:S:1:pos:R:3
C -0.90895 -0.68596 2.41521
C -0.57570 -0.22940 0.96645
C -1.27529 1.09796 0.47622
C -0.77013 1.53212 -0.93673
O -2.72998 0.64082 0.34753
H -0.97586 0.12007 3.17962
H -1.89953 -1.04170 2.28695
H -0.17562 -1.52613 2.69701
H -0.90873 -1.08695 0.38656
H 0.48638 0.08259 0.78513
H -1.19700 1.99122 1.05328
H -1.48819 2.42419 -1.23229
H -0.75973 0.83214 -1.66178
H 0.14428 2.04488 -0.90461
H -3.23997 1.33057 0.85671
H 5.80272 -2.50558 -2.81733
H 4.96932 -2.83868 -4.18906
O 5.50198 -2.18215 -3.70886
```

Kohn-Sham gap = 11.00 eV
HOMO = -10.05 eV
SMILES = CC[C@@H](C)O.O

natural (NBO) atomic charge list, values in e, 8 entries: number 1, C, carries -0.614; number 2, C, carries -0.411; number 3, C, carries 0.101; number 4, C, carries -0.610; number 5, O, carries -0.755; number 6, H, carries 0.201; number 7, H, carries 0.216; number 8, H, carries 0.211

***

Relative energy of each structure, in kJ/mol: *w* 0.0; *x* 19.3.